Entry 1:
Computed, not measured: a cluster of 2 separate species, C5H11NO2 in total at a distorted geometry, with ωB97M-V/def2-TZVPD.

```
! RIJCOSX wB97M-V def2-TZVPD def2/J DEFGRID3
* xyz 0 1
O -2.61654 -0.21677 -0.28262
O 1.06048 -2.74769 2.43133
N -0.50582 0.37207 -0.86101
C -1.62924 -0.41531 -0.94742
C -0.45829 1.60166 -0.12257
C 0.97584 1.66198 0.41149
C 0.82672 -0.10376 -1.24117
C 1.74609 0.46818 -0.16682
H -1.16006 1.63195 0.70581
H 0.77746 -2.03003 3.00291
H 0.60156 -2.57757 1.60578
H 0.82024 -1.19168 -1.24809
H 1.05005 0.26596 -2.24947
H 0.93873 1.60283 1.51283
H -0.71543 2.49994 -0.69981
H -1.46925 -1.17470 -1.73282
H 2.77007 0.76490 -0.38013
H 1.82520 -0.27363 0.60752
H 1.41385 2.64906 0.36192
*
```

relative energy (zero: lowest compared OMol25 entry of this formula, charge and spin)	1.114	eV
highest occupied orbital energy	-9.34	eV
maximum force	1.79	eV/Å

Atomic partial charges in e from the Löwdin method, atoms 1 to 2:
1 O 0.0330
2 O -0.0517

=====

Entry 2:
Computed, not measured: a cluster of 2 separate species, C5H11NO2S in total at a distorted geometry, with ωB97M-V/def2-TZVPD.

```
! RIJCOSX wB97M-V def2-TZVPD def2/J DEFGRID3
* xyz 0 1
S 0.08762 0.42074 -0.49666
O 0.86654 1.65609 -0.32833
O 0.24743 0.18794 -2.15193
N -1.56110 0.96263 -0.42361
C 2.20207 -1.84372 1.26282
C -2.33814 0.07982 0.42818
C -1.73177 2.30765 -0.35359
C 1.98124 -1.74494 2.41687
C 2.64909 -2.02852 -0.17639
H 1.84387 -1.81282 -0.94576
H 0.64581 0.85258 -2.71816
H 2.77932 -3.13045 -0.08225
H -1.73553 -0.39196 1.18716
H -2.70378 -0.78527 -0.23154
H -0.92746 2.85952 -0.91113
H -3.09433 0.61784 0.97860
H 3.57686 -1.54581 -0.46841
H 1.81995 -1.88329 3.39142
H -2.58979 2.52576 -0.97882
H -2.01788 2.69622 0.60154
*
```

relative energy (zero: lowest compared OMol25 entry of this formula, charge and spin)	4.762	eV
highest occupied orbital energy	-9.02	eV
maximum force	4.88	eV/Å

Atomic partial charges in e from the Löwdin method, atoms 1 to 2:
1 S 0.9505
2 O -0.4583

=====

Entry 3:
Computed, not measured: a structure of composition C5H11NO3 at a distorted geometry, with ωB97M-V/def2-TZVPD.

```
! RIJCOSX wB97M-V def2-TZVPD def2/J DEFGRID3
* xyz 0 1
O -1.20264 -1.14347 -1.18967
O -0.68369 1.97918 -0.24991
O -2.81889 0.26089 0.10144
N -1.75590 -1.49688 1.16226
C 1.90530 1.41393 -1.05086
C -0.08797 0.84442 0.30189
C 1.33508 0.64422 -0.12673
C -1.93613 -0.54375 0.20667
C 2.00993 -0.56557 0.46235
H 3.05544 -0.61676 0.16412
H 1.37630 2.24794 -1.48758
H -1.58020 -0.64460 -1.92869
H 1.52519 -1.48391 0.11825
H -1.64431 1.87990 -0.17288
H 2.87895 1.17004 -1.45732
H -0.14396 0.85481 1.39741
H -0.45303 -0.24253 -0.40043
H -1.11513 -2.24168 0.93758
H -2.59661 -1.75279 1.65993
H 1.93228 -0.56339 1.55218
*
```

relative energy (zero: lowest compared OMol25 entry of this formula, charge and spin)	3.874	eV
highest occupied orbital energy	-8.52	eV
maximum force	3.30	eV/Å

Atomic partial charges in e from the Löwdin method, atoms 1 to 2:
1 O -0.0779
2 O -0.0395

=====

Entry 4:
Computed, not measured: a cluster of 2 separate species, C5H11NO3 in total, with ωB97M-V/def2-TZVPD.

```
! RIJCOSX wB97M-V def2-TZVPD def2/J DEFGRID3
* xyz 0 1
O -0.21790 1.18795 0.64561
O -0.96967 0.87625 -1.54417
O 0.57962 -1.24719 1.02927
N -0.28233 -1.28066 -0.12735
C 1.39979 0.76504 -1.09173
C 0.05730 -0.50944 1.92754
C 0.29481 -2.21698 -1.06229
C -1.51687 1.73776 0.89221
C -0.07119 0.67548 -0.75947
H -1.70443 2.55852 0.20300
H -2.29084 0.98075 0.74754
H -1.01691 -0.51888 2.06251
H 1.38146 -2.11370 -1.17218
H 0.05381 -3.25386 -0.80310
H -0.18099 -1.98935 -2.01895
H 1.58250 0.25546 -2.03711
H 0.72780 -0.16315 2.70186
H 1.66046 1.81963 -1.19973
H -1.51167 2.10315 1.91781
H 2.02526 0.33319 -0.31127
*
```

relative energy (zero: lowest compared OMol25 entry of this formula, charge and spin)	5.834	eV
highest occupied orbital energy (spin up / spin down)	-7.99 / -7.99	eV
maximum force	0.99	eV/Å

Atomic partial charges in e from the Löwdin method, atoms 1 to 2:
1 O -0.1928
2 O 0.0397